Entry 1:
Density functional theory data (ωB97M-V/def2-TZVPD) for the molecule C6H6.

Each line ends with the Mulliken charge.
Geometry (Å):
C1 2.87 -0.20 -0.14  -0.057
C2 1.80 0.33 -0.05  -0.356
C3 0.43 0.78 0.13  -0.326
C4 -0.35 -0.61 0.06  -0.561
C5 -1.85 -0.39 0.20  -0.474
C6 -2.86 0.17 -0.20  -0.202
H1 3.62 -1.06 -0.15  0.308
H2 0.16 1.57 -0.69  0.284
H3 0.27 1.25 1.16  0.250
H4 0.04 -1.15 0.89  0.355
H5 -0.29 -1.14 -0.79  0.403
H6 -3.87 0.46 -0.42  0.377

The calculated total energy is -232.04937 Eh. The value obtained for the orbital gap is 10.83 eV. Its net charge is 0. Its HOMO energy is -9.93 eV. The SMILES is C#CCCC#C. The energy relative to the best compared isomer or geometry (same formula, charge and spin) comes out at 111.0 kcal/mol.

Entry 2:
Density functional theory data (ωB97M-V/def2-TZVPD) for the molecule C3H5N3.

Each line ends with the Mulliken charge.
Geometry (Å):
C1 -1.01 -1.60 0.54  -0.243
N1 -1.09 -0.96 -0.55  -0.437
C2 -0.29 0.20 -0.79  -0.212
C3 0.75 0.55 0.19  0.572
N2 1.07 0.74 1.38  -0.451
N3 1.82 1.43 0.08  -0.525
H1 -1.47 -2.59 0.52  0.272
H2 -0.49 -1.28 1.46  0.245
H3 -0.87 1.13 -0.92  0.268
H4 0.23 0.04 -1.74  0.274
H5 1.35 2.33 -0.16  0.236

The calculated total energy is -281.43375 Eh. The value obtained for the orbital gap is 10.54 eV. Its net charge is 0. Its HOMO energy is -9.80 eV. The SMILES is C=NCC1=NN1. The energy relative to the best compared isomer or geometry (same formula, charge and spin) comes out at 98.1 kcal/mol.

Entry 3:
Density functional theory data (ωB97M-V/def2-TZVPD) for a cluster of 2 separate species, C5H9NO in total.

Each line ends with the Mulliken charge.
Geometry (Å):
O1 1.25 0.54 1.56  -0.547
C1 0.55 0.32 0.40  0.815
C2 -0.71 0.99 0.07  -0.704
C3 -0.62 -0.55 0.09  -0.402
N1 0.12 -1.29 -0.99  -0.495
C4 0.35 -0.37 -2.08  -0.190
C5 1.20 -0.28 -0.86  -0.265
H1 1.47 -0.33 1.93  0.349
H2 -1.21 1.38 0.95  0.204
H3 -0.85 1.62 -0.81  0.170
H4 -1.33 -1.13 0.67  0.357
H5 -0.44 0.33 -2.32  0.161
H6 0.81 -0.85 -2.94  0.222
H7 2.25 -0.55 -0.89  0.316
H8 -1.99 0.16 2.42  0.027
H9 -1.59 -0.45 2.57  -0.018

The calculated total energy is -325.73040 Eh. The value obtained for the orbital gap is 9.95 eV. Its net charge is 0. Its HOMO energy is -8.94 eV. The SMILES is O[C@]12C[C@H]1N1C[C@H]12.[H][H]. The energy relative to the best compared isomer or geometry (same formula, charge and spin) comes out at 130.0 kcal/mol.

Entry 4:
Density functional theory data (ωB97M-V/def2-TZVPD) for a structure of composition CH4N4O2.

Each line ends with the Mulliken charge.
Geometry (Å):
C1 -0.43 0.16 0.55  -0.146
N1 0.17 -1.01 -0.07  -0.378
N2 -0.15 -0.31 -1.31  -0.169
N3 -1.05 0.45 -0.69  -0.266
N4 -2.62 -0.48 -0.66  0.842
O1 -3.46 -0.12 0.11  -0.515
O2 -2.61 -1.39 -1.40  -0.524
H1 -1.18 -0.05 1.24  0.304
H2 0.31 0.92 0.75  0.273
H3 1.21 -1.09 0.16  0.281
H4 -0.09 -1.02 -2.15  0.298

The calculated total energy is -409.64203 Eh. The value obtained for the orbital gap (alpha / beta) is 6.71 / 8.68 eV. Its net charge is 0. Its HOMO energy (alpha / beta) is -5.92 / -10.40 eV. The energy relative to the best compared isomer or geometry (same formula, charge and spin) comes out at 40.0 kcal/mol. The expectation value of S² is 2.0082. The spin multiplicity is 3.